Below is a single C3H5F2N molecule at a distorted geometry, with properties calculated with the ωB97M-V functional and the def2-TZVPD basis.

Last column: natural (NBO) charge in e.
Geometry (Å):
N (-0.4701, -1.0869, -0.9922)  -0.809
C (-0.5377, 0.1169, -0.1958)  -0.129
C (0.1473, -0.0363, 1.1751)  -0.498
C (0.7320, 0.7507, 0.0806)  0.674
F (1.8922, 0.3050, -0.5156)  -0.331
F (0.8089, 2.0807, 0.1566)  -0.319
H (-0.2202, -0.8242, -1.9952)  0.367
H (-1.4030, -1.4791, -1.0645)  0.364
H (-1.4123, 0.7719, -0.1089)  0.208
H (-0.1675, 0.3914, 2.1157)  0.232
H (0.6305, -0.9901, 1.3442)  0.241

Results
Highest occupied orbital energy   -9.94 eV
Total energy   -10115.8550 eV
LUMO level   0.932 eV
Max |F|   2.353 eV/A
Gap between HOMO and LUMO   10.876 eV
Energy above the lowest of the compared OMol25 structures with the same formula, charge and spin   11.0 kcal/mol